Entry 1:
{
  "formula": "C32H43AuBBrN7S3",
  "method": "ωB97M-V with the def2-TZVPD basis set",
  "molar_mass_g_mol": 909.63,
  "lumo_ev": [-9.556, -12.428],
  "orbital_gap_ev": [6.820, 3.945],
  "s2": 2.0330,
  "multiplicity": 3,
  "total_charge": 3,
  "species": ["Au", "C", "C", "C", "C", "N", "N", "B", "N", "N", "C", "C", "C", "C", "C", "S", "C", "C", "C", "C", "N", "N", "C", "C", "C", "C", "C", "S", "C", "C", "C", "C", "C", "S", "C", "C", "C", "C", "H", "H", "H", "H", "H", "H", "H", "H", "H", "H", "H", "H", "H", "H", "H", "H", "H", "H", "H", "H", "H", "H", "H", "H", "H", "H", "H", "H", "H", "H", "H", "H", "H", "H", "H", "H", "H", "H", "H", "Br", "C", "C", "C", "C", "N", "C", "H", "H", "H", "H"],
  "coordinates": [[-2.0866, 2.3100, 0.9379], [2.9005, 3.4939, 2.7486], [2.4715, 2.5108, 1.7012], [3.3172, 1.9860, 0.7638], [2.8596, 1.0580, -0.2083], [1.5991, 0.6968, -0.2306], [0.7645, 1.2246, 0.6780], [-0.6839, 0.6967, 0.5276], [-0.9147, 0.4527, -1.0272], [-0.8543, -0.7511, -1.4726], [-0.9010, -0.9606, -2.8163], [-0.9483, 0.1176, -3.7020], [-0.9835, 1.4171, -3.2384], [-1.0469, 2.5964, -4.1542], [-1.0034, 1.5576, -1.8319], [-1.1426, 3.0874, -1.0878], [-0.8171, -2.3991, -3.2533], [-1.1784, -2.5712, -4.7289], [-1.7611, -3.2486, -2.3837], [0.6524, -2.8214, -3.0331], [-0.9418, -0.4974, 1.4717], [-0.0514, -1.4952, 1.3388], [-0.0848, -2.4748, 2.2153], [-1.0239, -2.4603, 3.2772], [-1.9368, -1.4545, 3.4055], [-2.9482, -1.3987, 4.5113], [-1.8569, -0.4286, 2.4384], [-2.9290, 0.9312, 2.5735], [0.9435, -3.5870, 2.0482], [0.8314, -4.6343, 3.1566], [0.6984, -4.2592, 0.6911], [2.3430, -2.9570, 2.0740], [1.1200, 2.0962, 1.6181], [-0.0709, 2.7177, 2.7157], [3.7434, 0.4451, -1.2862], [3.1506, 0.7999, -2.6587], [5.1788, 0.9630, -1.1975], [3.7300, -1.0817, -1.1051], [3.9763, 3.6481, 2.7205], [2.4092, 4.4577, 2.5948], [2.6341, 3.1449, 3.7488], [4.3501, 2.3071, 0.7468], [-0.9557, -0.0702, -4.7664], [-1.0473, 2.2740, -5.1921], [-1.9481, 3.1848, -3.9753], [-0.1883, 3.2548, -3.9988], [-2.1924, -2.2291, -4.9478], [-0.4756, -2.0675, -5.3953], [-1.1372, -3.6324, -4.9709], [-2.8038, -2.9984, -2.5883], [-1.6135, -4.2998, -2.6290], [-1.5698, -3.1174, -1.3184], [1.3134, -2.2956, -3.7256], [0.9864, -2.6185, -2.0174], [0.7426, -3.8909, -3.2230], [-1.0012, -3.2490, 4.0158], [-2.8547, -2.2658, 5.1603], [-2.8178, -0.4978, 5.1144], [-3.9645, -1.3819, 4.1111], [-0.1514, -5.1095, 3.1828], [1.5606, -5.4198, 2.9618], [1.0578, -4.2248, 4.1433], [-0.2873, -4.7292, 0.6535], [0.7703, -3.5331, -0.1154], [1.4475, -5.0343, 0.5299], [2.5384, -2.4646, 3.0294], [3.0947, -3.7343, 1.9376], [2.4531, -2.2241, 1.2740], [3.1519, 1.8803, -2.8258], [3.7524, 0.3415, -3.4435], [2.1279, 0.4252, -2.7504], [5.2461, 2.0382, -1.3778], [5.6421, 0.7323, -0.2361], [5.7753, 0.4703, -1.9646], [2.7151, -1.4741, -1.1984], [4.3504, -1.5414, -1.8746], [4.1311, -1.3720, -0.1323], [-7.3393, 4.1503, 2.7830], [-5.6919, 4.6231, 2.0482], [-5.3770, 5.9423, 1.7635], [-4.1371, 6.2241, 1.2112], [-3.2576, 5.1923, 0.9652], [-3.5619, 3.9131, 1.2483], [-4.7640, 3.6340, 1.7803], [-6.0880, 6.7321, 1.9669], [-3.8541, 7.2398, 0.9732], [-2.2806, 5.3881, 0.5436], [-5.0046, 2.5998, 1.9826]],
  "forces_ev_per_angstrom": [[0.3, -0.2, -0.1], [0.0, -0.1, -0.1], [0.1, 0.1, 0.1], [0.0, 0.0, -0.1], [0.0, 0.1, 0.0], [0.1, 0.2, 0.1], [-0.1, -0.2, -0.3], [-0.3, 0.3, 0.1], [0.0, -0.1, 0.1], [-0.1, 0.0, -0.2], [0.0, -0.1, 0.1], [0.1, 0.0, 0.0], [0.0, 0.0, 0.0], [0.0, 0.0, 0.0], [0.1, 0.2, 0.1], [-0.3, -0.2, -0.1], [-0.1, 0.0, 0.1], [0.0, 0.0, 0.0], [0.0, 0.0, 0.0], [0.0, 0.0, -0.1], [0.1, 0.1, -0.2], [-0.1, 0.1, 0.1], [0.0, 0.0, 0.1], [0.1, 0.0, 0.0], [-0.2, 0.0, 0.1], [0.0, 0.0, -0.1], [-0.1, 0.0, 0.1], [0.1, 0.0, -0.1], [0.0, 0.0, 0.0], [0.0, 0.0, 0.0], [0.0, 0.0, 0.0], [0.0, 0.1, 0.0], [0.0, 0.0, 0.2], [0.1, 0.0, 0.0], [0.0, 0.0, 0.0], [0.0, 0.0, 0.0], [0.0, 0.0, 0.0], [0.0, 0.0, 0.0], [0.0, 0.0, 0.0], [0.0, 0.0, 0.0], [0.0, 0.0, 0.0], [0.0, -0.1, 0.0], [0.0, 0.0, 0.0], [0.0, 0.0, 0.0], [0.0, 0.0, 0.0], [0.0, 0.0, 0.0], [0.0, 0.0, 0.0], [0.0, 0.0, 0.0], [0.0, 0.0, 0.0], [0.0, 0.0, 0.0], [0.0, 0.0, 0.0], [0.0, 0.0, 0.0], [0.0, 0.0, 0.0], [0.0, 0.0, 0.1], [0.0, 0.0, 0.0], [0.0, 0.0, 0.0], [0.0, 0.0, 0.0], [0.0, 0.0, 0.0], [0.0, 0.0, 0.0], [0.0, 0.0, 0.0], [0.0, 0.0, 0.0], [0.0, 0.0, 0.0], [0.0, 0.0, 0.0], [0.0, 0.0, -0.1], [0.0, 0.0, 0.0], [0.0, 0.0, 0.0], [0.0, 0.0, 0.0], [0.0, 0.0, 0.0], [0.0, 0.0, 0.0], [0.0, 0.0, 0.0], [0.0, 0.0, 0.0], [0.0, 0.0, 0.0], [0.0, 0.0, 0.0], [0.0, 0.0, 0.0], [0.0, 0.0, 0.0], [0.0, 0.0, 0.0], [0.0, 0.0, 0.0], [-0.1, 0.0, 0.0], [0.0, 0.0, 0.0], [0.0, 0.1, 0.0], [0.0, 0.1, 0.0], [0.0, -0.1, 0.1], [-0.2, 0.1, 0.1], [0.1, 0.1, -0.2], [0.0, 0.0, 0.0], [0.0, 0.0, 0.0], [0.0, 0.0, 0.0], [0.0, 0.0, 0.0]]
}



Entry 2:
{
  "formula": "C30H47BrN4OP2Pb",
  "method": "ωB97M-V with the def2-TZVPD basis set",
  "molar_mass_g_mol": 828.79,
  "lumo_ev": [-13.313, -11.683],
  "orbital_gap_ev": [4.787, 6.474],
  "total_charge": 4,
  "species": ["N", "C", "C", "C", "C", "C", "C", "Pb", "P", "C", "C", "C", "C", "C", "C", "C", "Br", "H", "H", "H", "H", "H", "H", "H", "H", "H", "H", "P", "C", "C", "H", "H", "H", "H", "H", "C", "C", "H", "H", "H", "H", "H", "C", "C", "H", "H", "H", "H", "H", "C", "C", "H", "H", "H", "H", "H", "C", "C", "H", "H", "H", "H", "H", "C", "C", "H", "H", "H", "H", "H", "C", "N", "C", "C", "C", "N", "C", "O", "N", "H", "H", "H", "H", "H", "H", "H"],
  "coordinates": [[0.7030, -7.3053, 6.7683], [0.4041, -6.1622, 7.3857], [0.2733, -4.9408, 6.6757], [0.3316, -4.9199, 5.2504], [0.6961, -6.1574, 4.6645], [0.8821, -7.3108, 5.4515], [0.1085, -3.6918, 4.4253], [-1.6458, 0.1108, 1.6502], [-3.7910, 1.8893, -4.0257], [0.0455, -3.6875, 3.0550], [0.2059, -2.5611, 2.1497], [-0.2588, -2.7584, 0.8173], [-0.2056, -1.7271, -0.1050], [0.5724, -0.5605, 0.0940], [0.8705, -0.3131, 1.5071], [0.7527, -1.3102, 2.5103], [-0.9775, 1.1342, -1.2902], [0.0060, -2.7868, 5.0361], [-0.2174, -4.6385, 2.5712], [0.1229, -4.0174, 7.2362], [0.8617, -6.2512, 3.5962], [0.2634, -6.1811, 8.4794], [1.1674, -8.2658, 5.0081], [-0.6608, -3.7456, 0.5377], [1.0959, -1.0976, 3.5494], [-0.6313, -1.8572, -1.1048], [1.3532, 0.6276, 1.7892], [1.6368, 0.0549, -1.4774], [-4.4402, 1.8430, -2.3225], [-5.9750, 1.7959, -2.3996], [-4.1150, 2.7497, -1.7969], [-4.0311, 0.9602, -1.8177], [-6.4379, 2.0325, -1.4383], [-6.3760, 2.5131, -3.1239], [-6.3476, 0.8123, -2.7040], [-3.2362, 0.1699, -4.3865], [-3.3576, -0.0681, -5.9007], [-3.9121, -0.5021, -3.8349], [-2.2035, 0.0368, -4.0214], [-3.2993, -1.1380, -6.1284], [-4.3182, 0.2981, -6.2870], [-2.5599, 0.4366, -6.4607], [-2.2162, 2.8033, -4.0856], [-2.3932, 4.2789, -4.4482], [-1.5660, 2.3320, -4.8371], [-1.7630, 2.6831, -3.0916], [-1.4368, 4.8149, -4.4724], [-2.8289, 4.3875, -5.4471], [-3.0433, 4.8106, -3.7454], [2.8034, 1.2574, -2.3803], [4.2899, 0.8901, -2.4260], [2.6493, 2.2570, -1.9486], [2.4003, 1.2893, -3.4081], [4.7292, 0.9695, -1.4372], [4.5320, -0.1035, -2.8123], [4.8238, 1.5786, -3.0800], [0.9487, -0.8252, -2.9785], [0.9066, -2.3390, -2.9515], [1.5821, -0.4655, -3.8036], [-0.0521, -0.3986, -3.1466], [1.9095, -2.7670, -2.9541], [0.3952, -2.7480, -2.0820], [0.3476, -2.7006, -3.8193], [2.9292, -1.1958, -0.9507], [3.7156, -0.6517, 0.2547], [3.5969, -1.4092, -1.8020], [2.4244, -2.1488, -0.6937], [3.6005, -1.3170, 1.1249], [4.7957, -0.5590, 0.0465], [3.3589, 0.3431, 0.5840], [3.2968, 4.3588, 1.8102], [1.9226, 4.0383, 2.2175], [1.2867, 4.7887, 3.1433], [-0.0260, 4.4775, 3.4746], [-0.5605, 3.3166, 2.8723], [0.0840, 2.5573, 2.0301], [1.3607, 2.9128, 1.6491], [2.0360, 2.2500, 0.8270], [-1.9135, 2.9978, 3.1009], [3.9549, 3.4913, 2.0057], [3.6407, 5.2324, 2.3803], [3.3094, 4.5621, 0.7194], [1.8551, 5.6020, 3.5435], [-0.5990, 5.0643, 4.1505], [-2.3723, 3.6813, 3.7069], [-2.0705, 2.0931, 3.5778]],
  "forces_ev_per_angstrom": [[-0.6, 3.8, -2.0], [0.1, 0.1, 1.4], [0.0, -0.5, -0.9], [0.0, -1.2, 0.5], [-0.3, 0.1, 0.8], [0.2, -1.4, -0.4], [0.2, -0.2, -0.4], [0.9, 1.2, -1.4], [2.3, -1.4, 1.4], [-0.1, -0.8, 2.0], [-0.4, 0.1, -0.1], [-0.1, 0.4, 0.9], [0.1, 0.0, -1.4], [1.4, 0.1, 1.9], [1.2, 0.2, -1.0], [-0.7, -0.3, -0.4], [-1.5, 1.0, 0.8], [0.5, -0.1, -0.5], [0.6, 0.3, 0.1], [-0.2, -0.5, 0.1], [0.1, -0.2, 0.2], [0.1, 0.0, -0.5], [0.0, 0.2, -0.1], [0.0, 0.7, 0.1], [-0.3, -0.2, -1.0], [0.0, 0.0, 0.7], [0.0, -0.7, -0.4], [1.2, -4.0, -0.1], [-0.8, 0.7, -0.2], [-0.6, -0.1, 0.1], [0.0, -0.1, -0.2], [0.1, 0.1, -0.3], [0.2, -0.1, -0.1], [0.1, 0.0, 0.2], [0.2, 0.1, 0.0], [-1.1, 0.0, -0.6], [0.1, -0.3, -0.3], [0.2, 0.1, -0.2], [-0.4, 0.3, 0.0], [0.0, 0.2, 0.0], [0.2, -0.2, 0.1], [-0.2, -0.1, 0.1], [-0.1, 1.0, -0.8], [0.0, 0.6, -0.2], [-0.3, -0.1, 0.2], [-0.3, -0.1, -0.2], [-0.2, -0.3, 0.1], [0.0, 0.0, 0.2], [0.1, -0.1, -0.1], [-0.6, 1.8, 0.2], [0.1, -0.4, 0.5], [0.2, -0.2, -0.2], [-0.2, 0.0, 0.6], [0.1, 0.1, 0.0], [-0.3, 0.2, -0.1], [-0.3, 0.3, 0.0], [-0.7, 0.7, 0.3], [0.1, -0.5, -0.1], [-0.2, -0.2, 0.3], [0.4, -0.2, -0.1], [-0.1, 0.0, -0.2], [0.3, -0.1, -0.3], [0.3, 0.0, 0.0], [-0.2, -0.1, 0.0], [0.3, 0.1, 0.6], [-0.5, 0.0, 0.4], [0.3, 0.5, -0.2], [0.2, 0.2, -0.3], [-0.5, -0.1, 0.1], [0.3, -0.4, -0.2], [0.6, -0.1, -0.4], [0.3, 0.2, 0.4], [-1.6, -1.0, -0.5], [1.4, -0.3, -0.8], [-0.8, 1.1, 0.6], [0.3, -0.7, -0.3], [0.5, -1.0, -1.0], [-1.1, 0.8, 0.9], [-0.1, -0.7, 0.9], [-0.4, 0.5, -0.1], [-0.1, -0.3, -0.3], [0.0, 0.0, 0.7], [0.0, 0.4, 0.3], [-0.2, 0.4, 0.5], [0.0, -0.1, -0.4], [0.4, 0.7, -0.3]]
}



Entry 3:
{
  "formula": "C8H16NOS2",
  "method": "ωB97M-V with the def2-TZVPD basis set",
  "molar_mass_g_mol": 206.36,
  "lumo_ev": -2.972,
  "orbital_gap_ev": 9.284,
  "smiles": "CC[N@H+]1COC(SS)=C1C(C)C",
  "e_above_lowest_kj_mol": 56.8,
  "total_charge": 1,
  "species": ["C", "C", "N", "C", "O", "C", "S", "S", "C", "C", "C", "C", "H", "H", "H", "H", "H", "H", "H", "H", "H", "H", "H", "H", "H", "H", "H", "H"],
  "coordinates": [[1.2986, 1.0082, -2.9505], [0.2366, 0.6107, -1.9016], [0.8758, 0.5960, -0.4849], [0.7303, 1.9981, 0.0017], [-0.3559, 2.0017, 0.8982], [-0.6692, 0.6732, 1.2349], [-1.9052, 0.3636, 2.4678], [-2.0297, 2.2067, 3.4488], [-0.0182, -0.2099, 0.4414], [0.0349, -1.6569, 0.4766], [0.4593, -2.0766, 1.9365], [-1.3237, -2.0969, -0.0875], [1.2188, 1.9334, -3.3561], [2.3142, 0.9865, -2.6979], [1.2525, 0.3730, -3.7599], [-0.0787, -0.3280, -1.9982], [-0.6460, 1.2195, -1.9852], [1.7974, 0.0057, -0.5298], [1.6600, 2.1308, 0.4728], [0.5880, 2.8254, -0.6707], [-2.9849, 2.8411, 2.7378], [0.8321, -2.0784, -0.0267], [-0.3813, -2.3071, 2.4917], [0.9737, -1.3549, 2.4124], [1.1322, -3.0117, 1.7977], [-2.1061, -1.8212, 0.6946], [-1.3892, -3.1851, -0.1015], [-1.5163, -1.6467, -0.9625]],
  "forces_ev_per_angstrom": [[-1.0, -1.3, 1.7], [3.1, 2.3, 0.0], [-2.1, -1.5, -2.0], [0.8, -0.4, 1.8], [-0.4, -1.0, 0.3], [0.8, 0.5, -1.3], [0.2, 1.1, -0.2], [0.2, -0.5, 0.0], [0.5, 3.0, 1.0], [-1.2, 0.2, 1.8], [0.1, -4.0, -3.6], [0.0, -2.4, 5.4], [-0.9, 3.1, -0.9], [1.5, -0.5, 1.3], [-0.4, -1.6, -1.8], [-1.1, -3.9, -0.9], [-0.2, 0.6, 0.8], [-1.5, 2.4, 0.1], [1.1, 0.9, 1.4], [-0.1, -0.4, -1.1], [0.1, -0.4, -0.2], [1.5, -0.4, -2.1], [-1.6, -0.7, 1.3], [1.9, 2.5, 1.4], [-1.2, 1.4, 0.7], [0.7, -0.1, -1.2], [0.0, 0.0, -0.5], [-0.8, 1.3, -3.2]]
}